# 1
ORCA calculation (wB97M-V/def2-TZVPD) on a 7-piece molecular cluster, C30H51F3O16P4 overall in a non-equilibrium geometry.

CARTESIAN COORDINATES (ANGSTROEM)
C (-4.0356, 1.1620, -3.5031)
O (-3.0052, 1.9320, -2.8665)
P (-1.6942, 2.1961, -3.7061)
O (-1.0181, 0.9934, -4.2350)
O (-1.9990, 3.1413, -4.9242)
C (-2.8141, 4.3710, -4.8234)
O (-0.9698, 3.1342, -2.7475)
C (-0.0801, 2.5624, -1.8426)
H (-4.6647, 1.7394, -4.1952)
H (-4.7078, 0.8020, -2.6759)
H (-3.5743, 0.2485, -3.9213)
H (-2.1023, 5.2042, -4.7097)
H (-3.5171, 4.3472, -3.9821)
H (-3.4503, 4.3933, -5.7351)
H (-0.5705, 1.7802, -1.2959)
H (0.3520, 3.4053, -1.2057)
H (0.7386, 2.0550, -2.4246)
C (-3.9919, -2.4214, -1.7605)
O (-4.3631, -2.2158, -3.0854)
P (-3.8057, -2.9868, -4.3225)
O (-4.4086, -2.4482, -5.5431)
O (-4.3929, -4.4040, -3.8749)
C (-4.0203, -5.7106, -4.3548)
O (-2.2246, -3.0750, -4.2878)
C (-1.5103, -2.3711, -5.2867)
H (-4.3618, -1.5922, -1.1520)
H (-2.8530, -2.4853, -1.6828)
H (-4.3466, -3.4117, -1.4033)
H (-2.9449, -5.8320, -4.2708)
H (-4.4329, -5.8439, -5.3376)
H (-4.5641, -6.3801, -3.6177)
H (-0.6229, -2.0037, -4.7969)
H (-1.9815, -1.5648, -5.8145)
H (-1.1099, -3.1451, -5.9285)
C (0.7258, 1.9336, 1.5151)
O (0.7681, 2.1799, 2.9348)
P (-0.0830, 1.2713, 3.9102)
O (-0.0140, -0.1648, 3.7233)
O (-1.5743, 1.9016, 3.7204)
C (-2.6915, 1.0534, 3.4967)
O (0.3669, 1.6832, 5.3359)
C (0.1274, 2.8750, 6.0257)
H (0.3045, 2.8784, 1.1464)
H (0.0342, 1.1535, 1.2370)
H (1.7473, 1.8327, 1.1297)
H (-2.4011, 0.0052, 3.3630)
H (-3.3054, 1.4129, 2.6323)
H (-3.2746, 1.1715, 4.4002)
H (0.6237, 3.7278, 5.6179)
H (0.3860, 2.8288, 7.0823)
H (-0.9096, 3.1175, 5.9712)
C (8.4898, 2.2423, 2.5030)
O (8.0288, 1.0481, 3.1719)
P (6.9555, 1.1461, 4.3720)
O (7.1968, 2.2526, 5.2908)
O (5.5560, 1.0883, 3.6483)
C (4.3323, 0.8449, 4.3676)
O (7.0700, -0.3090, 4.9395)
C (7.9731, -0.6613, 6.0710)
H (8.0530, 2.3521, 1.5436)
H (9.6002, 2.2688, 2.4365)
H (8.3255, 3.0403, 3.2297)
H (4.5811, 0.4838, 5.4197)
H (3.7933, 0.0710, 3.8402)
H (3.7848, 1.7681, 4.4588)
H (8.2658, 0.3280, 6.4225)
H (8.7967, -1.2054, 5.6061)
H (7.4129, -1.2784, 6.7342)
F (-4.2781, 2.0867, 0.1653)
C (-3.8665, 3.1748, 0.8193)
C (-4.4982, 3.5160, 2.0126)
C (-4.1048, 4.6114, 2.7366)
C (-3.0662, 5.3706, 2.2358)
C (-2.4314, 5.0655, 1.0249)
C (-2.8628, 3.9471, 0.3301)
H (-5.3881, 2.9298, 2.3295)
H (-4.6341, 4.8411, 3.6644)
H (-2.5973, 6.2318, 2.6871)
H (-1.6340, 5.6363, 0.7183)
H (-2.4473, 3.8024, -0.6802)
F (3.5610, -0.1373, -0.3808)
C (2.3808, -0.7626, -0.4391)
C (1.7277, -1.1726, 0.7459)
C (0.4029, -1.6933, 0.7096)
C (-0.2773, -1.6725, -0.4822)
C (0.4276, -1.3113, -1.7032)
C (1.7401, -0.8545, -1.6602)
H (2.2530, -1.0813, 1.7168)
H (-0.0916, -2.0654, 1.6411)
H (-1.3033, -1.9965, -0.6086)
H (-0.1592, -1.4590, -2.6160)
H (2.3255, -0.5452, -2.5359)
F (0.5866, -4.7336, -4.4777)
C (0.8428, -5.3040, -3.2608)
C (1.7565, -6.3287, -3.0971)
C (2.0421, -6.7121, -1.7703)
C (1.3128, -6.1351, -0.7340)
C (0.3451, -5.1828, -0.9478)
C (0.1317, -4.6906, -2.2019)
H (2.3826, -6.7040, -3.9782)
H (2.7948, -7.4036, -1.6123)
H (1.4924, -6.4697, 0.2661)
H (-0.2991, -4.8538, -0.1797)
H (-0.5647, -3.8622, -2.4216)

Its SMILES is COP(=O)(OC)OC.COP(=O)(OC)OC.COP(=O)(OC)OC.COP(=O)(OC)OC.Fc1ccccc1.Fc1ccccc1.Fc1ccccc1. The value obtained for the HOMO-LUMO gap is 0.3512 hartree. For the LUMO energy, the calculation gives 0.53 eV.

Atomic partial charges in e from the Mulliken method, atoms 1 to 8:
1. C -0.5879
2. O 0.2227
3. P 0.7817
4. O -0.6619
5. O -0.3928
6. C -0.6672
7. O -0.3526
8. C -0.6251

=====

# 2
ORCA calculation (wB97M-V/def2-TZVPD) on C30H51GeN5O5PdSSi3 as an isolated structure in a non-equilibrium geometry.

CARTESIAN COORDINATES (ANGSTROEM)
Pd (0.0542, 0.9895, -0.3413)
C (3.2296, 2.4361, -2.0390)
C (3.3327, 1.7645, -0.7251)
N (2.2421, 1.2920, -0.1699)
C (2.6375, 0.9671, 1.1269)
C (3.9831, 1.1960, 1.2936)
N (4.3913, 1.6718, 0.0301)
C (5.1133, 0.8183, 2.2164)
O (4.8142, 0.2579, 3.3979)
O (6.2390, 0.9519, 1.7972)
C (1.7102, 0.4862, 2.1678)
O (2.2046, 0.0565, 3.2086)
O (0.5068, 0.4280, 1.8111)
H (3.7853, 3.3429, -2.0368)
H (2.2206, 2.6509, -2.3304)
H (3.7444, 1.9111, -2.8692)
H (5.4229, 1.7861, -0.2028)
H (3.8056, 0.1691, 3.4425)
C (-0.0163, 4.0607, 0.6403)
C (0.4190, 4.4661, -0.8069)
S (-0.7811, 3.8396, -1.9926)
O (-0.4086, 2.4239, -2.2770)
C (-0.4291, 4.7358, -3.4542)
C (-0.7383, 6.2078, -3.3061)
H (0.7258, 4.5153, 1.2046)
H (0.0974, 3.0044, 0.7791)
H (-0.9857, 4.3751, 0.9122)
H (1.4146, 4.0050, -0.9663)
H (0.5308, 5.5763, -0.8805)
H (-1.1351, 4.2011, -4.1021)
H (0.5413, 4.5129, -3.8967)
H (-1.6013, 6.3810, -2.6659)
H (-1.0421, 6.5915, -4.2696)
H (0.0518, 6.8131, -2.9194)
C (-0.0856, -4.9311, 0.8719)
Si (0.5224, -3.1421, 1.2478)
C (-0.5847, -2.2003, 2.3609)
C (2.2398, -3.3984, 1.9610)
Ge (0.1122, -1.5536, -0.7901)
Si (-1.7563, -2.6943, -1.8989)
C (-2.9660, -3.3582, -0.4821)
C (-1.1629, -4.1827, -2.9137)
C (-2.5276, -1.5641, -3.2690)
Si (2.2505, -2.5476, -1.7906)
C (2.3805, -4.4281, -1.7681)
C (3.8307, -1.9586, -0.8884)
C (2.0111, -1.7212, -3.4643)
H (0.3446, -5.5778, 1.6464)
H (0.2428, -5.2534, -0.1047)
H (-1.1495, -5.1426, 0.9313)
H (-1.1279, -2.8520, 3.0014)
H (-1.3809, -1.7127, 1.8271)
H (-0.0854, -1.4771, 2.9582)
H (2.0572, -4.0664, 2.8186)
H (2.7891, -2.4620, 2.2363)
H (3.0271, -3.8483, 1.3227)
H (-2.4063, -3.9376, 0.2434)
H (-3.5346, -4.1326, -0.9735)
H (-3.5405, -2.5541, -0.0413)
H (-0.7449, -4.9052, -2.2387)
H (-0.4418, -3.9086, -3.6784)
H (-2.0410, -4.5758, -3.4764)
H (-1.8016, -1.4269, -4.0985)
H (-2.6768, -0.5448, -2.8210)
H (-3.5205, -1.9690, -3.5968)
H (2.6194, -4.8582, -0.7560)
H (3.2052, -4.6226, -2.4756)
H (1.5949, -4.9879, -2.2240)
H (3.9369, -0.8828, -0.9136)
H (4.6883, -2.3652, -1.3899)
H (3.8430, -2.2055, 0.1564)
H (2.7748, -0.9317, -3.6022)
H (1.1043, -1.3067, -3.7962)
H (2.2426, -2.4323, -4.2298)
C (-4.4629, 0.7720, -0.8738)
C (-3.1336, 1.1093, -1.0536)
N (-2.2452, 0.9087, -0.1100)
C (-2.6609, 0.3886, 1.0405)
C (-3.9627, 0.0516, 1.3250)
C (-4.8945, 0.3052, 0.3205)
C (-4.4126, -0.3673, 2.6657)
C (-3.8832, 0.0980, 3.8224)
C (-2.8236, 1.1244, 4.0065)
C (-1.6603, 0.9123, 4.7184)
C (-0.8514, 2.0261, 4.8721)
N (-1.1457, 3.2448, 4.4275)
C (-2.1993, 3.3210, 3.6814)
N (-3.0814, 2.3262, 3.4218)
H (-5.1076, 0.9193, -1.7057)
H (-2.8153, 1.5322, -1.9986)
H (-1.9054, 0.3010, 1.7977)
H (-5.9273, -0.0855, 0.4554)
H (-5.2832, -1.0336, 2.7702)
H (-4.1785, -0.3292, 4.8042)
H (-1.4370, -0.0483, 5.3108)
H (0.1318, 1.9112, 5.2735)
H (-2.4236, 4.3467, 3.3496)

As for the charge: +1. The spin multiplicity is 4. The value obtained for the HOMO-LUMO gap (spin up / spin down) is 0.2845 / 0.2315 hartree. For the LUMO energy (spin up / spin down), the calculation gives -2.23 / -4.86 eV.

Atomic partial charges in e from the Mulliken method, atoms 1 to 8:
1. Pd -0.1515
2. C -1.7307
3. C -0.2515
4. N 1.1735
5. C 0.0928
6. C -0.3701
7. N 0.0735
8. C 0.3526

=====

Computed ΔE to the lowest compared entry with this formula, charge and spin (eV) in order:
0.0000 0.0000